Record 1
8 unconnected molecules or ions with the total composition C54H91N7O9 in a non-equilibrium geometry. Source: the Open Molecules 2025 dataset; level of theory: ωB97M-V with the def2-TZVPD basis set.

Results
- 2S+1 = 1
- highest occupied orbital energy (eV) = -12.2
- orbital gap (eV) = 2.1
- total charge = +4

Last column: Löwdin charge in e.
Geometry (Å):
C 1.3963 3.1495 -1.8862  0.058
N 1.0080 2.3465 -3.0708  -0.047
C 0.1682 2.9299 -3.9471  0.012
C -0.2368 2.2320 -5.0539  0.042
C 0.2252 0.9263 -5.2603  -0.136
C 1.1053 0.3497 -4.3421  0.047
C 1.4570 1.0895 -3.2195  0.043
C -0.3761 0.0732 -6.3190  -0.115
C 0.5375 -0.7099 -7.0478  0.061
C 0.0822 -1.4767 -8.0985  0.033
N -1.1886 -1.3657 -8.5104  -0.080
C -2.0969 -0.7031 -7.7895  0.011
C -1.7180 0.0860 -6.7128  0.053
C -1.6817 -2.1099 -9.6957  0.056
H 2.0717 2.5405 -1.2918  0.111
H 0.5172 3.3413 -1.2722  0.093
H 1.7912 4.1117 -2.2016  0.119
H -0.2168 3.8893 -3.6339  0.151
H -1.0490 2.5320 -5.7020  0.128
H 1.3915 -0.6894 -4.4112  0.132
H 1.9292 0.7129 -2.3031  0.119
H 1.5326 -1.0046 -6.7416  0.142
H 0.7034 -2.1441 -8.6789  0.160
H -3.1034 -0.6402 -8.1790  0.158
H -2.5094 0.6249 -6.2135  0.131
H -1.0045 -2.9067 -9.9976  0.114
H -1.9113 -1.3785 -10.4626  0.124
H -2.5015 -2.7252 -9.3229  0.116
C -6.9495 -6.0795 4.0012  0.060
N -5.9643 -5.7234 2.9358  -0.068
C -4.7088 -5.4386 3.3259  0.034
C -3.8241 -4.8253 2.4591  0.077
C -4.1894 -4.6097 1.1311  -0.126
C -5.4613 -5.0111 0.7456  0.051
C -6.3517 -5.5289 1.6701  0.022
C -3.3026 -3.8666 0.1963  -0.129
C -2.1502 -4.4267 -0.3092  0.066
C -1.2390 -3.6981 -1.0526  0.034
N -1.4312 -2.3997 -1.2800  -0.049
C -2.6270 -1.8281 -0.9016  0.015
C -3.5602 -2.5485 -0.2149  0.039
C -0.6304 -1.5934 -2.2108  0.006
H -7.0700 -7.1650 4.0032  0.121
H -7.9162 -5.6877 3.7003  0.110
H -6.6023 -5.8026 4.9890  0.110
H -4.4211 -5.6679 4.3414  0.159
H -2.8255 -4.5394 2.7707  0.147
H -5.7705 -4.8753 -0.2819  0.140
H -7.3387 -5.8579 1.3775  0.159
H -1.9223 -5.4547 -0.0585  0.154
H -0.3245 -4.1303 -1.4354  0.168
H -2.5588 -0.7492 -0.9438  0.130
H -4.5205 -2.1022 0.0125  0.135
H -1.0903 -1.7929 -3.1801  0.104
H 0.4278 -1.8495 -2.1907  0.106
H -0.6580 -0.5401 -1.9293  0.079
C 3.2545 -1.0191 7.5335  -0.097
C 1.7593 -0.7813 7.5324  -0.262
C 1.0882 -0.9007 6.1887  -0.163
C -0.4248 -0.6098 6.3758  -0.099
N -1.1238 -0.0572 5.1262  -0.252
C -0.8155 -0.9488 3.9558  -0.103
C -2.0365 -0.9153 3.0459  -0.150
C -3.1594 -0.2553 3.8264  -0.147
C -2.6363 -0.0306 5.2456  -0.082
C -0.6458 1.3437 4.9034  0.024
H 3.6180 -0.7743 8.5401  0.077
H 3.8394 -0.4261 6.8371  0.083
H 3.5261 -2.0772 7.5839  0.077
H 1.5937 0.1944 8.0036  0.117
H 1.2634 -1.4156 8.2760  0.118
H 1.0993 -1.9083 5.7665  0.121
H 1.4167 -0.2691 5.3586  0.093
H -0.7619 0.0930 7.1394  0.137
H -0.9396 -1.5505 6.5856  0.129
H 0.0752 -0.5782 3.4397  0.118
H -0.4197 -1.9291 4.2231  0.136
H -1.7048 -0.3832 2.1488  0.105
H -2.2260 -1.9146 2.6487  0.085
H -3.5923 0.6295 3.3587  0.108
H -4.0220 -0.9252 3.8881  0.102
H -2.8521 0.9284 5.7066  0.130
H -2.9777 -0.8340 5.8956  0.132
H -0.9035 1.7065 3.9093  0.118
H 0.4448 1.3681 4.9684  0.072
H -0.9948 2.0629 5.6429  0.114
C 5.0358 -1.6594 0.9979  -0.084
C 5.4420 -0.1850 1.0107  -0.235
C 6.9608 0.0152 1.1646  -0.196
C 7.7446 -0.3928 -0.0837  -0.108
N 9.1940 0.0171 0.0449  -0.266
C 9.4299 1.4746 -0.3486  -0.086
C 10.8794 1.5922 -0.8560  -0.130
C 11.2611 0.1420 -1.2589  -0.142
C 9.9549 -0.5985 -1.1500  -0.100
C 9.8258 -0.2756 1.3486  0.024
H 5.6148 -2.3302 0.3656  0.071
H 3.9800 -1.6767 0.7277  0.040
H 5.0377 -2.0240 2.0269  0.089
H 5.0067 0.3691 1.8405  0.116
H 5.2156 0.2860 0.0460  0.102
H 7.1835 -0.5327 2.0825  0.124
H 7.1070 1.0820 1.3592  0.124
H 7.3326 0.0824 -0.9687  0.133
H 7.7820 -1.4813 -0.1094  0.134
H 9.3422 2.0502 0.5728  0.136
H 8.7040 1.7943 -1.0874  0.136
H 11.7063 1.9754 -0.2555  0.122
H 10.9482 2.3071 -1.6776  0.118
H 12.0159 -0.3057 -0.6169  0.118
H 11.6605 0.1761 -2.2705  0.125
H 9.9694 -1.6634 -0.9156  0.139
H 9.2973 -0.4521 -2.0054  0.135
H 9.8968 -1.3242 1.6326  0.126
H 9.2889 0.2687 2.1198  0.107
H 10.8532 0.0866 1.3742  0.113
C -2.3445 3.5713 0.0303  -0.093
C -2.9079 2.5382 -0.9263  -0.245
C -3.8048 3.1996 -2.0186  -0.187
C -4.8974 4.0288 -1.3353  -0.117
N -5.9557 4.5395 -2.3032  -0.247
C -7.1528 5.2178 -1.5747  -0.069
C -8.3114 4.2435 -1.6917  -0.131
C -8.1292 3.6755 -3.1089  -0.116
C -6.6134 3.4195 -3.0980  -0.126
C -5.4218 5.5540 -3.2775  0.021
H -1.9305 4.4605 -0.4643  0.087
H -1.3919 3.1555 0.3736  0.068
H -3.0276 3.9418 0.7895  0.083
H -3.4256 1.6780 -0.5006  0.103
H -2.0880 2.1200 -1.5197  0.084
H -4.3007 2.4552 -2.6472  0.097
H -3.1504 3.7864 -2.6638  0.106
H -4.3995 4.9066 -0.9209  0.133
H -5.4090 3.5441 -0.5052  0.147
H -7.3769 6.1330 -2.1122  0.135
H -6.8005 5.3254 -0.5531  0.135
H -9.2452 4.7972 -1.6342  0.136
H -8.1477 3.5248 -0.8897  0.124
H -8.3832 4.4367 -3.8452  0.126
H -8.6146 2.7235 -3.3025  0.128
H -6.0810 3.1419 -4.0057  0.131
H -6.4601 2.5143 -2.5011  0.124
H -6.2278 5.8832 -3.9253  0.116
H -4.7054 5.0350 -3.9172  0.095
H -4.8463 6.3552 -2.8208  0.123
O 1.3932 -0.1500 1.5746  0.049
C 1.0899 0.1974 0.2815  -0.781
O 1.8395 -0.3042 -0.6048  -0.065
O 0.1622 1.0035 0.0344  -0.050
H 2.1346 -0.7558 1.3731  0.093
O 2.7159 2.4925 2.0904  0.001
C 3.0645 2.2968 3.4274  -0.819
O 4.0407 2.8960 3.8973  -0.014
O 2.2690 1.5264 4.0509  -0.097
H 2.0289 1.8175 2.3189  0.047
O 0.1053 -2.9250 1.5209  -0.008
C 1.1312 -3.7328 1.9955  -0.831
O 0.8924 -4.9129 2.2892  -0.027
O 2.2179 -3.1151 2.0984  -0.029
H 0.7102 -2.1695 1.4511  0.048

=====

Record 2
A molecular structure, C54H95B2F15Hg2N5O24P2S in a non-equilibrium geometry. Source: the Open Molecules 2025 dataset; level of theory: ωB97M-V with the def2-TZVPD basis set.

Results
- 2S+1 = 1
- highest occupied orbital energy (eV) = -5.6
- orbital gap (eV) = 4.8
- total charge = -1
- energy relative to the best compared isomer or geometry (same formula, charge and spin) (eV) = 0.0000

Last column: Löwdin charge in e.
Geometry (Å):
Hg 0.6227 -2.0233 -3.0675  1.380
Hg -2.1771 3.3436 -2.8029  1.397
O -0.8885 5.1419 -2.7603  0.011
C 0.2928 5.4226 -2.5853  -0.359
O 1.3193 4.6619 -2.6107  0.289
B 2.5095 5.4298 -2.1451  -0.844
O 2.0186 6.8315 -1.9766  0.248
C 0.7331 6.8680 -2.3034  -0.389
O -0.0009 7.8016 -2.3501  0.175
O 3.6096 5.3950 -3.1060  0.243
C 4.6916 4.8461 -2.5628  -0.377
O 5.7412 4.5966 -3.0450  0.202
C 4.3282 4.5776 -1.0847  -0.338
O 3.0544 4.8943 -0.8958  0.231
O 5.1008 4.1915 -0.2551  0.158
O 5.6758 2.1639 -6.8521  0.165
C 4.4852 2.1297 -6.9940  -0.396
O 3.5987 2.1172 -6.0380  0.246
B 2.2650 1.8481 -6.5689  -0.828
O 2.4709 1.8067 -8.0229  0.234
C 3.7441 1.9315 -8.3374  -0.390
O 4.2774 1.8781 -9.4047  0.155
O 1.7786 0.4888 -6.1194  0.273
C 0.8717 0.6825 -5.2205  -0.339
O 0.3697 -0.1248 -4.4612  0.041
C 0.4332 2.1882 -5.2529  -0.351
O 1.2780 2.7790 -6.0204  0.296
O -0.4713 2.6016 -4.5744  0.077
P 4.4992 -1.0666 -3.0940  0.205
F 6.1047 -1.2952 -3.2037  -0.148
F 4.6933 0.5027 -2.8407  -0.135
F 4.4883 -0.6917 -4.7018  -0.164
F 2.8466 -0.8891 -3.1335  -0.229
F 4.2873 -2.6317 -3.3841  -0.148
F 4.4347 -1.2344 -1.4784  -0.157
P -3.9796 0.7712 -4.0256  0.191
F -3.1018 1.8888 -4.8157  -0.170
F -3.2340 -0.4728 -4.7557  -0.137
F -2.8036 0.7897 -2.9153  -0.172
F -4.8602 -0.2636 -3.1744  -0.129
F -4.6764 2.0124 -3.2076  -0.185
F -5.1092 0.8696 -5.1650  -0.119
C 1.3584 1.4710 -0.1907  -0.651
F 1.7646 0.6434 0.7557  0.149
F 1.1362 2.6618 0.3294  0.156
F 2.2984 1.4903 -1.0966  0.196
S -0.3153 0.8676 -0.9446  0.586
O -1.2437 0.5743 0.1491  -0.294
O -0.7032 1.9832 -1.8130  -0.395
O -0.0049 -0.2963 -1.7593  -0.389
C -1.3758 4.7241 0.2691  -0.033
C -2.6508 4.2726 1.0204  -0.446
C -3.1507 5.5077 1.7624  -0.130
C -4.5328 5.3093 2.4172  -0.197
C -5.4831 4.9047 1.3215  -0.153
C -5.0632 3.6537 0.5203  -0.487
N -3.6802 3.8266 0.0187  -0.054
O -3.3260 2.6711 -0.7461  -0.095
C -5.2550 2.4366 1.4625  -0.022
C -6.0966 3.5068 -0.5940  -0.030
C -2.1953 3.1819 2.0268  -0.011
H -1.5084 5.6899 -0.2242  0.089
H -1.0118 3.9760 -0.4258  0.037
H -0.6181 4.9499 1.0198  0.095
H -2.5292 5.8962 2.5687  0.132
H -3.4343 6.3232 1.0908  0.124
H -4.8404 6.2202 2.9364  0.114
H -4.4895 4.6000 3.2525  0.102
H -5.6169 5.7760 0.6734  0.122
H -6.4762 4.7369 1.7487  0.124
H -4.9323 1.4708 1.0589  0.076
H -4.7526 2.5110 2.4284  0.053
H -6.3147 2.3351 1.6955  0.092
H -6.2387 4.4539 -1.1128  0.089
H -5.7857 2.6836 -1.2415  0.068
H -7.0706 3.1622 -0.2458  0.087
H -2.2448 2.1510 1.6711  0.053
H -2.7004 3.3088 2.9832  0.073
H -1.1165 3.2476 2.1761  0.087
H -3.3944 1.9979 -0.0416  0.083
C 3.2618 -6.0201 -1.4993  -0.028
C 1.8296 -5.5714 -1.2126  -0.484
C 1.3415 -6.4561 -0.0492  -0.142
C 1.9066 -6.0541 1.3100  -0.165
C 1.5130 -4.5846 1.5490  -0.144
C 2.0599 -3.6429 0.4979  -0.481
N 1.6820 -4.1369 -0.8381  -0.058
O 2.2082 -3.3361 -1.8886  -0.103
C 1.3430 -2.3024 0.7132  -0.029
C 3.5540 -3.3823 0.7579  -0.008
C 0.9576 -5.8689 -2.4112  -0.040
H 3.6759 -5.7572 -2.4829  0.091
H 3.4940 -7.0865 -1.5543  0.093
H 4.0158 -5.5832 -0.8433  0.067
H 0.2514 -6.5021 0.0583  0.116
H 1.5747 -7.5107 -0.2177  0.118
H 3.0003 -6.0977 1.3199  0.107
H 1.6008 -6.6930 2.1380  0.113
H 1.8873 -4.3872 2.5548  0.124
H 0.4210 -4.5650 1.6004  0.115
H 0.3252 -2.4534 1.0770  0.071
H 1.8281 -1.6630 1.4512  0.079
H 1.3281 -1.6642 -0.1695  0.057
H 3.7870 -3.1895 1.8058  0.097
H 4.1282 -4.2914 0.5638  0.066
H 3.9641 -2.5389 0.1978  0.075
H -0.0869 -5.5767 -2.2618  0.051
H 0.8148 -6.9178 -2.6792  0.100
H 1.2961 -5.3215 -3.2942  0.076
H 3.1586 -3.2779 -1.6721  0.088
C -0.6423 -0.2636 5.4829  -0.015
C -1.1526 -1.5046 4.7334  -0.497
C -1.9010 -2.5451 5.5853  -0.125
C -3.3183 -2.1119 6.0041  -0.171
C -4.0833 -1.9409 4.7168  -0.157
C -3.4453 -0.9413 3.7028  -0.489
N -2.0057 -1.1085 3.5831  -0.094
O -1.4241 -0.1090 2.7729  -0.018
C -4.0728 -1.2003 2.3207  -0.023
C -3.8690 0.4400 4.2777  -0.024
C 0.0437 -2.2316 4.1412  -0.046
H -1.5058 0.2044 5.9619  0.063
H -0.1449 0.3877 4.7703  0.077
H 0.0059 -0.4783 6.3353  0.086
H -1.9239 -3.5013 5.0621  0.116
H -1.3703 -2.7130 6.5272  0.121
H -3.2542 -1.1559 6.5309  0.102
H -3.8471 -2.7641 6.6995  0.111
H -5.1202 -1.6715 4.9345  0.117
H -4.1932 -2.8556 4.1208  0.114
H -5.1445 -1.3963 2.3259  0.089
H -3.7403 -0.5209 1.5374  0.064
H -3.6344 -2.1749 2.0701  0.075
H -4.9428 0.6157 4.3142  0.086
H -3.3661 0.5894 5.2327  0.062
H -3.4590 1.2610 3.6786  0.047
H -0.3271 -3.1159 3.6119  0.072
H 0.6598 -2.6144 4.9594  0.093
H 0.6503 -1.7061 3.4069  0.066
H -1.4652 -0.4959 1.8893  0.059
C 6.5676 2.0939 4.4598  -0.027
C 5.5043 1.7834 3.3878  -0.476
C 4.5026 0.6551 3.7412  -0.132
C 3.4049 1.1748 4.6452  -0.181
C 2.7871 2.4725 4.0843  -0.143
C 3.7363 3.6092 3.7148  -0.505
N 4.8791 3.0364 2.9876  -0.129
O 5.7400 3.9458 2.3677  -0.010
C 2.9639 4.5375 2.7534  -0.024
C 4.1081 4.3794 5.0001  -0.038
C 6.2709 1.2215 2.1517  -0.034
H 7.5852 2.2708 4.1182  0.075
H 6.6516 1.2401 5.1508  0.075
H 6.3187 2.8740 5.1811  0.062
H 4.0596 0.2513 2.8314  0.113
H 5.0454 -0.0857 4.3309  0.114
H 3.7541 1.4066 5.6584  0.107
H 2.6223 0.4315 4.8087  0.093
H 2.0120 2.7802 4.7910  0.119
H 2.2481 2.1693 3.1784  0.104
H 2.0596 4.9656 3.1890  0.083
H 3.6354 5.3755 2.5587  0.089
H 2.7103 3.9425 1.8808  0.066
H 3.2381 4.9605 5.3160  0.076
H 4.3896 3.7529 5.8466  0.066
H 4.9206 5.0682 4.7609  0.083
H 6.5113 0.1641 2.2957  0.080
H 7.2582 1.6458 1.9571  0.075
H 5.7042 1.4063 1.2379  0.087
H 5.2789 4.0877 1.5168  0.050
C -3.9376 -2.6826 -1.9260  -0.005
C -2.6071 -3.4865 -1.9694  -0.450
C -2.9007 -4.9765 -1.5495  -0.124
C -3.4085 -5.7936 -2.7387  -0.163
C -2.4369 -5.6260 -3.9115  -0.153
C -2.1974 -4.2073 -4.4014  -0.493
N -1.8266 -3.4023 -3.2122  -0.078
O -1.6717 -2.0575 -3.6343  -0.105
C -1.0271 -4.1835 -5.4196  -0.015
C -3.4299 -3.7248 -5.1921  -0.016
C -1.7123 -2.9682 -0.8264  -0.046
H -4.6946 -3.1114 -1.2759  0.092
H -4.3216 -2.5122 -2.9376  0.060
H -3.8255 -1.6297 -1.6525  0.071
H -1.9712 -5.4332 -1.1982  0.097
H -3.5833 -5.0672 -0.7050  0.118
H -4.4356 -5.5019 -2.9673  0.110
H -3.4332 -6.8808 -2.6338  0.112
H -2.9081 -6.2116 -4.7127  0.122
H -1.5184 -6.2147 -3.8371  0.108
H -1.1149 -3.2992 -6.0473  0.089
H -0.0726 -4.2328 -4.8850  0.058
H -1.0506 -5.0659 -6.0594  0.092
H -4.3480 -3.8468 -4.6147  0.079
H -3.3714 -2.6661 -5.4520  0.074
H -3.5217 -4.2889 -6.1180  0.096
H -1.5919 -1.8832 -0.8565  0.054
H -0.7262 -3.4384 -0.8984  0.059
H -2.1279 -3.1175 0.1726  0.091
H -2.5500 -1.6895 -3.8597  0.056